(1)
Density functional theory data (wB97M-V/def2-TZVPD) for C58H168F6NO32S2Sn as an isolated structure.

Geometry as XYZ:
```
268
Properties=species:S:1:pos:R:3:mulliken_charge:R:1
Sn -0.12816 -2.05829 -3.42895 1.44
S -1.92454 -0.08582 -0.74773 -0.25
S 0.43836 0.89289 -0.38829 -0.97
F 2.15503 -0.70012 0.88086 -0.22
F 2.97142 1.28613 0.37889 0.04
F -3.48681 -0.21452 1.46757 0.23
F 2.78406 -0.21314 -1.22921 0.12
F -1.40982 -0.80172 1.87734 -0.28
F -2.74247 -2.20516 0.84088 0.04
O -0.00528 1.41543 0.89176 0.12
O -2.25492 -3.43934 -5.53900 -0.22
O 5.24757 4.18259 4.07832 -0.61
O -2.29739 1.31695 -0.64802 -0.28
O 0.83762 -3.52237 5.11498 -0.51
O 6.81526 5.74340 -1.62754 -0.51
O 0.22738 2.32423 -6.39517 -0.60
O -7.34984 -2.18080 4.30412 -0.62
O -4.81499 -3.89301 -1.29387 0.15
O 0.67471 -2.85305 -0.58586 1.55
O 1.68019 6.95611 1.81120 -0.41
O -9.14810 -0.67646 -0.87755 -0.61
O 8.18870 -0.25400 2.72477 -0.46
O 6.70668 -0.05233 -3.90147 -0.47
O -2.97871 6.23564 -2.98349 -0.60
O 5.21966 -3.71340 4.49876 -0.53
O -5.57710 -6.48093 -0.47998 -0.48
O 2.90212 -2.76063 -3.53023 0.30
O -1.88239 -4.24029 4.86710 -0.66
O 4.58054 5.07788 -2.93940 -0.62
O -5.19933 1.46924 7.55487 -0.60
O -2.12687 -3.80709 -1.77953 1.46
O -2.59792 -0.83792 -1.78577 0.29
O 0.54707 1.87454 -1.45575 0.19
O 1.21628 0.41244 -4.72522 -0.16
O -2.09466 -0.05967 -5.00638 -0.24
O -6.77203 2.04399 2.17726 -0.48
O 2.76518 4.61085 2.93848 -0.44
O 4.90806 -1.83274 -5.12999 -0.36
O 8.64609 -4.43719 -0.30852 -0.53
O -3.26788 2.35213 5.75090 -0.61
O -8.31835 1.12158 -2.79191 -0.54
N -0.22034 -0.37566 -0.86687 -0.35
C 5.37362 -2.19963 -6.42258 -0.24
C 0.33133 7.20277 1.64282 -0.64
C 3.38707 3.80560 -1.26134 1.15
C 0.18682 4.16602 -4.71331 0.04
C -3.94817 1.18771 -4.27124 -0.78
C -1.33604 -5.52837 2.93095 -1.07
C -8.62389 -0.62241 0.44051 0.48
C 0.48911 -3.56382 0.57524 2.18
C -7.28679 2.07043 -2.59132 -0.45
C -1.61601 1.77514 4.17152 0.28
C 6.12080 4.87092 3.21356 0.49
C 0.12780 3.73348 -6.17825 -0.80
C -4.45425 -4.27625 -5.51146 -1.03
C 2.20651 2.59732 3.82721 -0.84
C -5.95289 -3.07390 -1.26003 0.61
C -2.55536 1.27623 5.29165 -0.30
C -6.56613 1.72252 -1.25422 0.13
C 7.43755 5.08106 4.02144 -1.35
C 8.65905 -3.18726 0.36642 -0.58
C -8.80923 -2.04825 1.06762 -0.75
C 2.47814 0.84720 -4.33349 1.41
C -5.67416 -2.57278 2.61215 0.71
C -3.52657 -3.09542 -5.87490 0.00
C 1.23279 -2.24162 5.59104 -0.44
C -2.42109 -0.89540 0.99370 -0.41
C 8.36432 5.05511 0.17569 -1.09
C -2.44324 1.20002 -4.55316 0.47
C 1.36918 -4.78717 0.57575 -1.70
C 2.22611 0.23697 -0.05420 -0.14
C 3.33731 1.16427 -5.54042 -1.22
C -4.70627 3.22489 1.86727 -0.85
C -4.90180 -7.02246 0.67460 -0.85
C 6.80159 -1.72919 -6.61818 -1.25
C -2.29783 -6.02865 -2.63375 -1.49
C 0.28825 -1.10783 5.10218 -0.46
C -4.61348 -5.83682 1.61447 -0.05
C -6.20186 1.08392 6.63789 0.82
C 3.44112 5.06769 -2.08031 -0.71
C 7.53794 -2.30980 -0.30522 -0.28
C -7.04942 0.00984 7.30672 -1.28
C 5.21919 -3.49969 3.12803 -0.38
C -5.53210 2.41540 2.81856 0.31
C 1.67656 3.76907 3.04553 0.87
C 6.99540 5.49916 -0.27759 0.48
C 3.60522 -3.74214 -2.90406 -0.79
C 7.29622 0.46261 3.51641 -0.57
C 6.16684 0.85560 2.54596 -0.35
C -2.57994 5.05466 -2.30589 0.85
C -3.53877 4.88048 -1.12274 -0.48
C -5.74981 -2.07505 -2.42119 -0.61
C 3.83213 -2.92799 2.78382 0.62
C 6.31257 0.65071 -2.70528 0.67
C -5.92036 -2.16983 4.07505 0.04
C -0.35892 6.11838 0.78090 -0.21
C -2.03930 -4.27462 3.48354 1.24
C -1.70358 -5.12821 -1.55741 0.75
C 4.48220 -3.03420 -1.81866 -0.63
C 6.76244 2.06778 -2.70954 -0.70
H 5.69795 -0.03292 2.12315 0.01
H 1.33828 -2.17111 6.67363 0.36
H -7.16390 1.84410 -0.35089 0.58
H -3.19712 0.47745 4.91989 0.08
H 2.83011 1.92859 -6.12920 0.40
H 5.54364 -1.16544 -4.86102 0.03
H -3.11116 -4.38441 3.31869 -0.29
H 3.48580 5.94307 -1.43237 0.36
H -0.26333 -5.47102 3.11559 0.19
H -1.07651 0.92109 3.76209 -0.38
H 6.29580 4.68133 -0.10490 -0.31
H -8.53093 -2.11451 2.11941 0.00
H -5.48167 -2.55322 -3.36329 -0.16
H -6.20167 0.69656 -1.20256 -0.38
H 1.18358 4.05593 -4.28617 -0.15
H 4.32390 1.52789 -5.25318 0.25
H 1.41206 1.87349 4.00892 -0.17
H -7.59396 -0.27159 0.50589 -0.33
H 3.64829 -2.86021 1.71157 -0.39
H -4.96646 -1.32432 -2.31689 -0.31
H -1.97419 1.45079 -3.60173 -0.60
H 6.86128 -0.09705 4.34448 0.34
H -3.38067 -6.02000 -2.50933 0.19
H 2.51164 3.80638 -0.61193 -0.15
H -1.82633 -5.47701 -0.53205 -0.34
H -7.74387 3.05087 -2.45747 0.38
H 6.38185 2.43941 -1.75814 -0.08
H 6.70501 6.34948 0.33943 0.34
H -5.11003 -4.75028 -0.97821 -0.53
H -7.50763 0.44877 8.19298 0.48
H 5.39899 5.22017 -2.45826 0.37
H 7.66110 -0.15403 -3.88296 0.25
H 0.29411 8.17861 1.15862 0.44
H -1.69109 -3.37261 2.98034 -0.36
H 1.24693 -5.43811 1.44145 0.33
H 8.33410 4.73576 1.21741 0.19
H -1.93913 -4.01224 -6.24161 0.24
H 4.70969 -4.50999 4.66297 0.35
H 5.96681 -2.72464 2.95936 -0.06
H -9.86956 -2.30059 1.05681 0.48
H 5.60586 5.77969 2.90198 0.35
H -6.64051 2.07651 -3.46904 0.24
H 5.18150 -3.26189 -6.57355 0.37
H -2.11233 1.96110 -5.25980 0.21
H -6.35073 -3.37049 2.30551 0.37
H -5.94192 -7.24345 -0.93503 0.26
H 2.46326 5.37456 2.44130 0.27
H 3.47410 2.91549 -1.88441 -0.26
H -8.29896 -2.79684 0.46154 0.09
H -3.19555 3.96080 -0.64894 -0.13
H 9.55245 -2.64836 0.05095 0.34
H 8.15399 5.72082 3.50615 0.40
H 6.58399 1.54866 1.81538 0.20
H 2.79012 2.83529 4.71652 0.56
H 7.93760 4.11861 4.12978 0.19
H -0.90678 2.48447 4.59805 0.40
H -4.28079 -4.55253 -4.47142 -0.02
H 7.15671 5.56771 4.95546 0.41
H -4.17897 -5.06888 -6.20720 0.47
H 4.26043 3.68720 -0.61999 -0.21
H -0.51669 3.63561 -4.07157 -0.23
H 7.85234 2.07371 -2.69617 0.54
H 6.94031 -0.65052 -6.54520 0.32
H 3.47796 0.26142 -6.13471 0.12
H -4.57424 2.56964 1.00627 -0.17
H 4.00819 -2.43384 -1.04214 0.00
H -5.69337 3.02924 3.70473 0.28
H -5.09285 4.17822 1.50696 0.48
H -8.70819 1.40195 -3.62319 0.29
H 4.15011 -4.33436 -3.63924 0.29
H -4.00519 -6.24791 2.42013 0.42
H 7.79913 1.36963 3.85182 0.30
H -2.68798 6.97030 -2.43819 0.35
H 6.68299 0.13923 -1.81687 -0.05
H -5.52460 -5.35849 1.97386 0.29
H 1.05745 -5.42476 -0.25154 0.27
H 2.40197 1.78874 -3.78963 -0.34
H 4.99917 -3.85922 -1.32859 0.56
H 0.62434 -2.88093 1.41397 -0.03
H -6.10388 -2.60682 -0.28682 -0.72
H -1.70219 -6.46124 3.35966 0.45
H -5.47535 -3.92908 -5.66933 0.37
H -1.97567 0.82129 6.09482 0.52
H -2.42118 -0.12284 -5.90694 0.28
H 0.64868 -0.13587 5.43907 0.44
H 7.40633 6.44905 -1.90008 0.27
H 8.70302 4.16674 -0.35741 0.26
H 1.26981 3.49025 2.07347 -0.48
H -3.45168 5.68128 -0.38842 0.43
H 6.19399 4.23379 2.33219 -0.26
H -4.27991 0.50137 -3.49214 -0.07
H -3.85317 -2.17383 -5.39314 -0.10
H 5.33927 1.30349 3.09607 0.26
H 7.48284 -2.19885 -5.90867 0.29
H -5.03178 1.49722 3.12632 -0.10
H 4.71172 -1.69120 -7.12363 0.28
H -0.10903 5.21474 -4.68573 0.50
H -1.43614 -5.63374 1.85068 0.12
H 9.13966 5.80044 -0.00159 0.37
H -4.23147 2.19177 -3.95551 0.34
H -4.57234 4.73349 -1.43618 0.30
H 3.49763 -2.32604 -4.14513 0.10
H -0.69459 4.13619 -6.76951 0.47
H 6.60638 -2.83382 -0.09143 -0.20
H -0.75284 -1.16625 5.41971 0.35
H -3.97811 -7.53273 0.40160 0.32
H 0.88891 4.30086 3.57930 0.46
H 5.29759 -2.47716 -2.28013 0.28
H -5.63244 1.78365 8.35184 0.31
H -1.55013 5.20308 -1.98099 -0.20
H -0.24274 7.21545 2.56931 0.29
H -4.67808 -2.98788 2.45846 -0.54
H 2.16376 7.78524 1.82852 0.24
H 2.97771 -3.45188 3.21230 -0.08
H -6.65598 -1.50368 -2.62243 0.54
H 1.61579 -4.08413 5.09323 0.23
H -6.44596 -0.84481 7.61252 0.30
H -0.15183 6.18536 -0.28714 0.20
H 1.00545 4.08596 -6.72010 0.41
H -1.42903 6.26705 0.92536 0.18
H 2.43086 -4.56724 0.46365 0.21
H -5.74363 -1.76428 1.88441 -0.43
H -7.66241 -3.02107 3.96084 0.36
H 2.96338 2.09902 3.22145 -0.18
H 7.46216 -1.34394 0.19426 0.27
H 0.32343 -1.96903 -0.45664 -1.06
H -7.82041 -0.31978 6.61027 0.29
H 2.90167 -4.38048 -2.36962 0.30
H -5.52961 -1.17581 4.29261 -0.39
H -0.52422 2.12695 -6.95890 0.26
H 5.22717 0.55419 -2.67920 -0.38
H 2.22922 -2.05376 5.19112 0.29
H 7.21827 -2.10108 -7.55422 0.41
H -6.86123 -3.67346 -1.31951 0.58
H -3.89470 2.04621 6.41052 0.29
H -0.05777 5.10645 1.05182 -0.07
H -5.72593 0.63951 5.76376 -0.45
H 6.35864 2.66613 -3.52626 0.20
H 7.69005 -2.23739 -1.38212 0.27
H -1.01013 -3.86093 4.99691 0.36
H -7.17617 1.38044 2.74114 0.28
H -8.75857 0.02849 -1.39998 0.33
H 4.36482 4.15801 3.70182 0.40
H 0.41097 -1.19852 4.02291 -0.25
H 8.58530 -3.24792 1.45223 0.35
H -2.64685 4.13397 -2.88550 -0.43
H -2.00702 -5.88737 -3.67470 0.18
H 8.87519 -0.35801 3.38772 0.29
H -0.62186 -5.16500 -1.68643 -0.03
H -5.34281 -2.87804 4.66918 0.32
H -5.62595 2.26836 -1.17530 -0.16
H -3.96138 -5.08096 1.17680 -0.37
H 3.80507 -1.86686 3.03153 0.14
H -2.08887 2.20647 3.28921 -0.31
H 2.94979 0.06126 -3.74363 -0.55
H -0.54706 -3.85268 0.75130 -1.19
H 0.84295 1.08630 -5.29805 0.15
H -6.83439 1.90702 6.30546 0.18
H -1.94362 -7.05235 -2.51260 0.51
H -9.18713 0.13070 0.99159 0.41
H -3.74848 3.40576 2.35514 0.24
H 2.58053 5.29287 -2.71021 0.13
H 5.55279 -4.33190 2.50817 0.29
H 9.25334 -4.97654 0.20329 0.32
H -3.64088 -2.86079 -6.93319 0.43
H -3.07773 -3.75306 -1.65892 -0.66
H -5.50267 -7.77589 1.18391 0.49
H -4.47393 1.03621 -5.21396 0.57
```

As for the HOMO energy: -10.67 eV. The electronic energy is -6382.31900 hartree. Its charge is +1. As for the molar mass: 1688.8 g/mol. Its multiplicity is 1.

(2)
Density functional theory data (wB97M-V/def2-TZVPD) for a 2-piece molecular cluster, C3H7NO2 overall.

Geometry as XYZ:
```
13
Properties=species:S:1:pos:R:3:nbo_charge:R:1
O 1.45560 -0.50036 -0.04812 -0.70
O -2.38349 3.18612 1.70697 -0.60
N -1.53012 1.75095 0.14839 -0.83
C -1.62553 2.28993 1.39789 0.51
C 0.64195 -2.47449 -1.08747 -0.50
C 1.61947 -1.80412 -0.47500 0.13
H -0.07704 -1.82751 -1.57773 0.22
H -2.04737 2.23920 -0.55575 0.40
H -0.66163 1.29031 -0.06430 0.40
H 2.31964 -0.10709 -0.18540 0.48
H 2.56561 -2.30409 -0.28061 0.16
H 0.85711 -3.52334 -1.21516 0.22
H -1.13421 1.78450 2.23626 0.12
```

As for the HOMO energy: -9.59 eV. Its SMILES is C=CO.NC=O. The calculation puts the relative energy (zero: lowest compared OMol25 entry of this formula, charge and spin) at 200.27 kJ/mol. The electronic energy is -323.70469 hartree. As for the molar mass: 89.1 g/mol. Its multiplicity is 1.

(3)
Density functional theory data (wB97M-V/def2-TZVPD) for C43H41CoN5OP2S2 as an isolated structure.

Geometry as XYZ:
```
95
Properties=species:S:1:pos:R:3:mulliken_charge:R:1
Co 0.63128 -0.77713 -0.95211 0.80
S -2.23945 4.02476 4.52950 -0.05
S 2.93563 4.25483 -1.91943 -0.21
P -1.30594 -0.00632 -0.93915 0.70
P 0.40365 -0.22483 1.14960 1.15
O 0.89817 -1.96767 -2.53939 -0.73
N -0.12849 -2.68258 -3.06249 0.45
N 4.50888 0.08021 -0.29064 0.36
N 2.66614 -0.74243 -1.19685 -0.51
N 2.62321 1.79383 -2.66753 -0.53
N -1.14466 0.48569 0.73509 1.09
C 1.55136 1.14919 1.59285 2.03
C 0.49990 -3.37318 4.47307 -0.77
C -0.99245 1.50940 -3.22080 -0.02
C 0.28576 -1.42783 2.44153 0.16
C -2.73035 2.62060 3.43303 -1.02
C 2.64970 0.72792 2.44527 -1.45
C 5.26732 -1.97501 0.90636 -1.06
C 3.15338 1.69959 -1.45806 -0.88
C 2.79131 3.06162 0.75521 0.26
C 3.42918 2.93440 -0.70559 -0.07
C 0.32383 -1.05713 3.81875 -0.18
C -4.65837 -1.40968 -2.48409 -0.51
C -2.28950 2.45947 -1.36224 -0.51
C -0.85642 -3.52320 -2.17900 -0.04
C -0.39745 -2.62237 -4.39419 -0.06
C 0.40722 -3.71795 3.12381 -0.72
C -3.44347 -0.78242 -2.29031 -0.63
C 4.40423 -1.24689 0.15558 0.84
C 4.93379 -3.33559 1.14006 -0.76
C -2.35591 -4.02261 -3.99877 -0.24
C -2.15987 0.81880 1.69918 -1.49
C 3.69410 1.65569 2.64282 -1.04
C 3.38821 0.36103 -0.95822 0.18
C -4.59109 -2.28791 -0.26919 -0.58
C -2.60383 3.56630 -2.17610 -0.87
C 3.26977 -1.74680 -0.41138 0.26
C -1.64437 2.07610 2.41226 -0.27
C 2.43595 3.08129 -3.01657 -0.31
C -1.26140 2.66194 -3.95009 -0.73
C 3.76696 -3.83368 0.59584 -0.64
C 2.99161 -3.08856 -0.27464 0.05
C -1.58314 -3.19581 -4.82864 -0.77
C 0.26122 -2.77543 2.12080 -0.65
C -2.15325 5.26216 3.23245 -0.77
C -3.43730 -1.53728 -0.00167 -0.45
C -2.08933 3.67211 -3.44267 -0.83
C 0.41468 -1.97704 4.82376 -0.66
C -1.93006 -4.24821 -2.63186 -0.79
C -5.29963 -2.07649 -1.45639 -0.96
C 3.83783 2.74651 1.81056 -1.38
C 1.53097 2.26781 0.81652 -1.82
C -2.90945 -0.74319 -1.05466 1.23
C -1.46426 1.50449 -1.89328 0.74
H 2.61396 -0.28372 2.89949 0.58
H 4.49705 3.06129 -0.55060 0.89
H -2.04495 6.15585 3.83091 0.38
H -3.24187 4.33547 -1.75067 0.47
H 0.12602 -3.00469 1.08975 0.25
H -2.88114 -0.35213 -3.13241 0.44
H 0.50249 -1.70617 5.88231 0.46
H -3.30910 -4.43542 -4.33892 0.43
H -1.28457 5.20658 2.58735 0.19
H -5.05947 -1.43275 -3.51333 0.43
H -6.20979 -2.58682 -1.61109 0.46
H -0.56746 0.58808 -3.71064 0.04
H -0.49525 -3.66060 -1.13486 0.12
H 0.38216 -4.76614 2.82980 0.46
H 5.54865 -4.00527 1.81786 0.36
H 4.62002 3.49604 1.94048 0.51
H -1.39431 2.84818 1.71424 0.23
H 6.21812 -1.56052 1.25223 0.49
H -0.74731 1.85482 2.92407 0.34
H -2.58337 -4.82044 -1.99608 0.46
H 5.27033 0.73026 -0.16654 0.36
H -0.92110 2.72128 -4.98041 0.52
H -2.31467 4.49201 -4.05535 0.52
H -2.62113 2.40916 -0.35589 0.49
H -3.02978 -1.56972 1.02423 0.07
H -1.94276 -2.94970 -5.79514 0.46
H 3.42366 -4.86355 0.70060 0.48
H 2.11013 3.35239 -4.01317 0.44
H -3.12605 5.33157 2.66581 0.24
H -4.84193 -3.03870 0.48469 0.45
H 2.46924 4.18380 0.87110 0.73
H 4.49433 1.50240 3.35067 0.50
H -3.01261 1.85645 4.20161 0.33
H 0.20715 -1.97478 -5.03512 0.48
H 2.04590 -3.52076 -0.68870 0.27
H 0.52365 -4.06927 5.29206 0.46
H 0.68254 2.38497 0.15792 0.66
H 0.50685 0.00699 4.06866 0.43
H -3.62351 2.85321 2.80123 0.38
H -3.05753 1.12728 1.18190 0.76
H -2.21840 0.03254 2.43214 0.70
```

As for the HOMO energy (spin up / spin down): -11.83 / -12.35 eV. The calculation puts the relative energy (zero: lowest compared OMol25 entry of this formula, charge and spin) at 0.00 kJ/mol. The electronic energy is -4873.37802 hartree. Its charge is +2. The expectation value of S² is 8.835. As for the molar mass: 828.8 g/mol. Its multiplicity is 6.

(4)
Density functional theory data (wB97M-V/def2-TZVPD) for an isolated ion of composition C2H5N2O2S and charge +1.

Geometry as XYZ:
```
12
Properties=species:S:1:pos:R:3:nbo_charge:R:1
S -0.70154 -2.27030 -1.57883 0.26
O -0.32360 -1.02044 0.74352 -0.32
O 0.75035 0.23172 -1.14488 -0.20
N -0.08639 0.15634 1.47377 -0.18
N 0.63787 1.31364 -0.43020 -0.16
C 0.33482 1.28667 0.84561 0.26
C -0.84420 -0.93257 -0.52853 -0.20
H 0.70683 2.03874 -1.11845 0.45
H 0.44390 -2.80428 -1.14937 0.15
H -1.62865 -0.05367 -0.70212 0.22
H 0.27539 -0.25686 2.31659 0.46
H 0.43523 2.31101 1.27291 0.28
```

As for the HOMO energy (spin up / spin down): -10.70 / -14.11 eV. The calculation puts the relative energy (zero: lowest compared OMol25 entry of this formula, charge and spin) at 192.72 kJ/mol. The electronic energy is -736.81606 hartree. Its charge is +1. The expectation value of S² is 2.032. As for the molar mass: 121.1 g/mol. Its multiplicity is 3.

Question: Among the records above, which one has the highest electronic energy?
Answer: C3H7NO2